# C2H6NS

A 2-piece molecular cluster, C2H6NS overall (ωB97M-V/def2-TZVPD, the OMol25 dataset).

Geometry (Å):
S: 2.56 -2.07 -0.79
H: 3.41 -2.41 -1.78
C: -1.53 1.34 0.87
C: -0.73 0.73 -0.01
N: -0.26 -0.58 -0.01
H: -1.87 0.93 1.81
H: -1.78 2.38 0.71
H: -0.37 1.31 -0.86
H: 0.22 -0.84 0.83
H: 0.37 -0.79 -0.78

Summary:
* net charge: -1
* relative energy (zero: lowest compared OMol25 entry of this formula, charge and spin): 7.9 kcal per mole
* HOMO-LUMO gap: 6.75 eV